No. 1
An isolated ion of composition C4H6ClN2O and charge +1, computed with ωB97M-V/def2-TZVPD.

Values from the calculation:
E_LUMO = -5.03 eV
spin multiplicity = 1
charge = +1
DFT total energy = -21788.34889 eV
structure (SMILES) = OC1=[NH+]C=N[C@H](Cl)C1
HOMO = -0.55015 Eh
energy relative to the best compared isomer or geometry (same formula, charge and spin) = 0.000 eV

Element x y z (Å)
1 O -1.052135 -2.067264 -0.092664
2 C -0.605845 -0.855503 -0.059583
3 N -1.013909 -0.026130 -0.993461
4 C -0.477603 1.286381 -1.098688
5 N 0.496744 1.686060 -0.431527
6 C 1.160432 0.818241 0.468923
7 Cl 2.518682 0.114584 -0.475068
8 C 0.261380 -0.316045 1.017513
9 H -0.783922 -2.638629 0.647988
10 H -1.659694 -0.353413 -1.709146
11 H -0.947189 1.930744 -1.825736
12 H 1.611959 1.395398 1.276845
13 H 0.871319 -1.095746 1.481114
14 H -0.380217 0.121323 1.793490

Forces on atoms 1 to 3 (eV/Å):
-0.2 0.1 -0.2
-0.2 0.3 0.2
-0.1 -0.9 0.0


No. 2
C31H37N6O6P2RbS3 as an isolated structure at a distorted geometry, computed with ωB97M-V/def2-TZVPD.

Values from the calculation:
E_LUMO = 0.05 eV
spin multiplicity = 1
charge = 0
DFT total energy = -105713.43021 eV
HOMO = -0.29338 Eh
energy relative to the best compared isomer or geometry (same formula, charge and spin) = 0.000 eV

Element x y z (Å)
1 Rb 1.260875 2.543344 -0.957135
2 C 2.265796 -4.191139 -2.327098
3 C 2.389602 -3.494323 -1.050016
4 N 2.301547 -3.986327 0.131853
5 N 2.371605 -2.875913 0.950916
6 C 2.443326 -1.735367 0.309921
7 S 2.402955 -0.133501 0.860575
8 N 2.575759 -2.137078 -1.000735
9 N 2.551472 -1.276012 -2.054429
10 H 2.141070 -5.262293 -2.171495
11 H 3.058716 -3.988123 -3.013562
12 H 1.424589 -3.797960 -2.835693
13 H 2.123406 -3.014760 1.903903
14 H 1.562174 -0.966943 -2.255500
15 H 3.174939 -0.504821 -1.825423
16 O -1.607446 1.044475 -4.323108
17 S -1.091807 1.404185 -3.023623
18 O 0.191313 0.792735 -2.683614
19 O -1.029578 2.818387 -2.704917
20 C -2.398578 0.715474 -2.020078
21 C -3.539121 1.461742 -2.242263
22 C -4.743077 1.122685 -1.623610
23 C -4.757964 0.098274 -0.708142
24 C -3.607970 -0.693013 -0.516742
25 C -2.391231 -0.352289 -1.080260
26 P -0.873628 -1.453024 -0.789599
27 C -1.225730 -2.007030 0.913673
28 C -0.803158 -3.270174 1.357074
29 C -1.014778 -3.687897 2.690464
30 C -1.463158 -2.781040 3.648233
31 C -1.899356 -1.549988 3.212049
32 C -1.817302 -1.152061 1.887440
33 C -1.457697 -2.840297 -1.787990
34 C -1.276360 -2.650307 -3.158604
35 C -1.659006 -3.605236 -4.080204
36 C -2.274394 -4.732737 -3.653609
37 C -2.530002 -4.916122 -2.287338
38 C -2.132308 -3.977014 -1.339346
39 H -3.487096 2.274698 -2.937652
40 H -5.646267 1.642365 -1.847554
41 H -5.653423 -0.221638 -0.204002
42 H -3.722756 -1.613837 0.115633
43 H -0.294878 -3.935512 0.703556
44 H -0.690818 -4.677223 2.929834
45 H -1.450646 -2.984797 4.707670
46 H -2.305880 -0.807483 3.897667
47 H -2.199261 -0.208825 1.518268
48 H -0.698352 -1.772495 -3.498284
49 H -1.446700 -3.454320 -5.133692
50 H -2.488232 -5.534955 -4.394396
51 H -3.017353 -5.850767 -2.006386
52 H -2.395729 -4.141715 -0.292847
53 N -0.624991 2.044645 2.777391
54 C -1.635986 2.738802 2.190721
55 S -1.759876 3.018157 0.548909
56 N -2.527881 3.187199 3.073530
57 C -3.639166 4.064174 2.874371
58 C -3.580164 5.377821 3.328636
59 C -4.563779 6.306584 3.030557
60 C -5.669029 5.880661 2.289574
61 C -5.743696 4.561279 1.854410
62 C -4.734138 3.629313 2.168464
63 H -0.108211 1.438932 2.077581
64 H -0.773544 1.601374 3.674701
65 H -2.231016 3.147766 4.039857
66 H -2.658517 5.662211 3.799721
67 H -4.391248 7.362754 3.263640
68 H -6.369979 6.606164 1.968610
69 H -6.508682 4.254765 1.144051
70 H -4.838370 2.612257 1.769404
71 C 8.427322 2.989829 0.542106
72 O 7.684240 1.771835 0.570446
73 P 6.003202 1.699136 0.606554
74 O 5.977434 0.096254 0.287084
75 C 6.030978 -0.733571 1.474332
76 O 5.563307 2.298034 -0.862851
77 C 6.228615 1.964488 -2.118115
78 H 9.252538 2.889931 1.241596
79 H 7.845571 3.831759 0.837399
80 H 8.852934 3.236112 -0.437125
81 H 5.544077 -0.281553 2.375331
82 H 7.054080 -0.958744 1.652509
83 H 5.460498 -1.626970 1.176439
84 H 6.112651 2.817985 -2.758530
85 H 5.876439 1.012239 -2.479817
86 H 7.296276 1.816343 -1.891276

Forces on atoms 1 to 3 (eV/Å):
0.0 0.2 0.1
0.1 -0.9 0.2
0.7 0.5 -0.6


No. 3
C23H26Cl5N2O5SiZr as an isolated structure at a distorted geometry, computed with ωB97M-V/def2-TZVPD.

Values from the calculation:
E_LUMO = -3.19 eV
spin multiplicity = 1
charge = +1
DFT total energy = -109259.03363 eV
HOMO = -0.42246 Eh
energy relative to the best compared isomer or geometry (same formula, charge and spin) = 0.557 eV

Element x y z (Å)
1 Zr -0.445405 -0.042344 -0.327726
2 C -3.903159 0.868046 1.507661
3 C -3.609295 0.801764 -0.006700
4 C -4.823652 0.606417 -0.762675
5 O -2.743077 -0.389712 -0.383361
6 C -2.628317 1.937834 -0.284460
7 O -2.905982 3.015277 -0.752031
8 O -1.489580 1.627728 0.281190
9 H -4.519597 -0.011541 1.667640
10 H -4.547670 1.753302 1.732134
11 H -3.007044 0.814060 2.110024
12 H -5.377774 -0.334426 -0.534508
13 H -4.513969 0.346288 -1.761255
14 H -5.515968 1.422928 -0.674494
15 H -3.215121 -1.274457 -0.264084
16 C -1.875874 2.510721 -3.847906
17 C -0.840039 2.037641 -2.852703
18 O -0.892302 0.897181 -2.326568
19 N 0.261489 2.759141 -2.561466
20 C 1.343730 2.374313 -1.646034
21 C 2.035177 1.080510 -2.068637
22 C 3.093827 1.036355 -2.924340
23 C 3.576473 -0.145485 -3.312628
24 C 3.075394 -1.320221 -2.820292
25 C 2.030767 -1.248210 -1.880723
26 N 1.461510 -0.040191 -1.571387
27 H -1.967391 3.582911 -4.006096
28 H -2.868504 2.155551 -3.580061
29 H -1.477284 2.080088 -4.789431
30 H 0.323029 3.634723 -3.007358
31 H 1.041925 2.309786 -0.635654
32 H 1.940286 3.285705 -1.642185
33 H 3.501306 2.003466 -3.296526
34 H 4.352241 -0.152088 -4.046806
35 H 3.522495 -2.275846 -3.132893
36 H 1.486866 -2.078330 -1.511824
37 Cl -3.329178 -6.421689 2.136196
38 C -2.312381 -5.175891 1.332183
39 C -2.167825 -4.075143 2.114580
40 Cl -2.737221 -3.878926 3.717222
41 C -1.571459 -2.955522 1.529957
42 Cl -1.334040 -1.492695 2.393936
43 C -0.983033 -3.030816 0.267610
44 O -0.381643 -1.986255 -0.265043
45 C -1.177140 -4.196113 -0.492854
46 Cl -0.505372 -4.155769 -2.071992
47 C -1.840230 -5.251516 0.033208
48 Cl -2.337078 -6.524490 -1.079521
49 C 4.675445 1.455438 1.919049
50 Si 3.310680 0.892542 3.076143
51 C 2.677313 2.177848 4.250170
52 C 3.598178 -0.773495 3.806458
53 C 1.906581 0.589936 1.929734
54 C 0.979915 0.520730 1.136630
55 H 5.749126 1.577862 2.339611
56 H 4.386427 2.433225 1.495377
57 H 4.790173 0.745280 1.107369
58 H 3.401537 2.759778 4.901182
59 H 2.037413 1.639880 4.896595
60 H 2.150839 2.969266 3.737678
61 H 4.377999 -0.820390 4.597584
62 H 4.058565 -1.349534 2.983331
63 H 2.696898 -1.302423 4.121772

Forces on atoms 1 to 3 (eV/Å):
-1.2 1.3 -0.6
-0.7 -0.3 -0.7
1.4 -0.9 1.5


No. 4
C27H40AlBBr3Cl7N2O15S2 as an isolated structure at a distorted geometry, computed with ωB97M-V/def2-TZVPD.

Values from the calculation:
E_LUMO = -7.36 eV
spin multiplicity = 1
charge = +2
DFT total energy = -389050.53433 eV
HOMO = -0.43995 Eh

Element x y z (Å)
1 C -0.625817 2.143352 -2.808601
2 C -0.252062 0.978701 -3.444390
3 C 1.046288 0.256989 -3.184106
4 O 1.948762 0.155047 -3.990668
5 O 1.121334 -0.332235 -1.958056
6 C 0.745739 -1.734784 -2.091576
7 C 0.815865 -2.440065 -0.751218
8 C 2.293118 -2.755354 -0.373337
9 C 2.669953 -1.931404 0.873883
10 C 3.826420 -2.512697 1.693649
11 C 5.217111 -2.329147 0.992164
12 N 5.233068 -1.159701 0.081201
13 N 5.144989 -1.473284 -1.209688
14 C 5.108187 -0.418577 -1.973349
15 C 5.152600 0.926105 -1.578802
16 C 5.291670 1.199671 -0.246354
17 C 5.323661 0.056416 0.580461
18 S 5.494784 0.287227 2.328975
19 H -1.421197 2.155559 -2.058501
20 H -0.156666 3.099182 -3.049966
21 H -0.923957 0.547691 -4.200412
22 H -0.256991 -1.804923 -2.533550
23 H 1.432822 -2.182995 -2.819184
24 H 0.300208 -3.395236 -0.874524
25 H 0.328924 -1.830097 0.009678
26 H 2.426420 -3.819750 -0.165832
27 H 2.900244 -2.520485 -1.250610
28 H 1.792262 -1.951571 1.528189
29 H 2.814084 -0.869900 0.639249
30 H 3.682135 -3.579598 1.863541
31 H 3.889555 -2.010781 2.658954
32 H 5.354072 -3.235321 0.403830
33 H 6.050817 -2.315830 1.694097
34 H 5.032611 -0.625043 -3.036502
35 H 5.083649 1.700025 -2.330405
36 H 5.340978 2.203585 0.146599
37 H 4.851287 1.461625 2.499923
38 C -2.915681 -3.662681 2.756666
39 C -2.230535 -2.455827 2.177719
40 O -1.021722 -2.370810 2.159827
41 C -3.105880 -1.357180 1.625019
42 H -2.164211 -4.362216 3.110779
43 H -3.544610 -3.367802 3.597208
44 H -3.521256 -4.153214 1.992159
45 H -3.747899 -0.960754 2.412586
46 H -3.719039 -1.744294 0.809667
47 H -2.479281 -0.552153 1.243650
48 O -5.659221 5.523680 -3.937800
49 S -4.218495 5.166680 -3.524075
50 O -4.007621 4.327416 -2.409882
51 O -3.399282 6.483481 -3.381775
52 C -3.882982 7.530324 -2.467268
53 C -3.654052 7.171275 -1.014719
54 C -3.392709 4.506557 -4.920591
55 H -4.934102 7.745307 -2.663995
56 H -3.317532 8.424335 -2.716969
57 H -4.257160 6.314473 -0.714332
58 H -3.922320 8.010299 -0.374892
59 H -2.609498 6.910517 -0.844106
60 H -3.555560 5.152893 -5.780165
61 H -3.809841 3.517601 -5.108230
62 H -2.334265 4.426846 -4.684905
63 O -1.448415 3.223225 -6.986090
64 H -0.555854 3.420556 -7.287406
65 H -1.821281 2.689022 -7.695806
66 C -0.100378 -1.227815 -6.944680
67 Cl 0.663408 0.314110 -7.349628
68 Cl 1.062638 -2.246937 -6.095745
69 Cl -1.498983 -0.930231 -5.887381
70 Cl -0.634567 -2.041229 -8.412202
71 B -0.824284 -3.546790 7.579655
72 O -0.761709 -2.100973 7.840894
73 C 0.534388 -1.741278 7.889682
74 O 0.930766 -0.636834 8.081254
75 C 1.378381 -2.983637 7.661149
76 O 2.566838 -3.032524 7.639904
77 O 0.553883 -4.025695 7.489893
78 O -1.574239 -4.238870 8.690774
79 C -2.643484 -4.867862 8.136221
80 O -3.435253 -5.495866 8.763792
81 C -2.628273 -4.609098 6.640504
82 O -3.422748 -5.012707 5.853314
83 O -1.574040 -3.845953 6.351388
84 Al -2.358700 -3.217626 10.539514
85 Cl -5.857827 6.763518 -5.145813
86 C -2.477916 -8.659787 4.080975
87 Br -1.539705 -7.130222 3.369340
88 Br -2.498160 -8.650636 6.007906
89 Br -4.249353 -8.816451 3.344628
90 H -1.927554 -9.537808 3.774950
91 Cl 0.079672 5.811494 -2.271488
92 C 1.782247 6.277379 -2.550046
93 C 2.746391 5.272573 -1.972912
94 Cl 2.723756 5.256168 -0.191581
95 H 1.931209 7.267754 -2.127971
96 H 1.921357 6.341512 -3.627860
97 H 3.761041 5.527010 -2.275416
98 H 2.524577 4.265356 -2.320050

Forces on atoms 1 to 3 (eV/Å):
0.2 -0.1 -0.3
-0.1 0.4 0.7
1.6 1.2 -2.4


No. 5
An isolated molecule of C3H4N4 at a distorted geometry, computed with ωB97M-V/def2-TZVPD.

Values from the calculation:
E_LUMO = 0.40 eV
spin multiplicity = 1
charge = 0
DFT total energy = -9135.36861 eV
structure (SMILES) = N=c1nc[nH]cn1
HOMO = -0.34318 Eh
energy relative to the best compared isomer or geometry (same formula, charge and spin) = 1.489 eV

Element x y z (Å)
1 N 0.350574 1.245413 -2.214446
2 C 0.181056 0.607650 -1.147208
3 N 1.250347 0.228593 -0.284259
4 C 0.928929 -0.263882 0.873602
5 N -0.372937 -0.525875 1.341279
6 C -1.361127 -0.425824 0.334248
7 N -1.162506 0.096496 -0.808750
8 H 1.305006 1.481508 -2.393887
9 H 1.714398 -0.544604 1.560696
10 H -0.461013 -1.268820 2.127031
11 H -2.372728 -0.630655 0.611692

Forces on atoms 1 to 3 (eV/Å):
-1.3 0.0 -0.1
-0.7 -1.5 0.7
-0.8 -0.3 1.6


No. 6
An isolated molecule of C5H5NO2 at a distorted geometry, computed with ωB97M-V/def2-TZVPD.

Values from the calculation:
E_LUMO = 0.06 eV
spin multiplicity = 1
charge = 0
DFT total energy = -10846.32183 eV
structure (SMILES) = O=C1C=NO[C@H]2C[C@H]12
HOMO = -0.36757 Eh
energy relative to the best compared isomer or geometry (same formula, charge and spin) = 4.993 eV

Element x y z (Å)
1 O -2.203542 -0.900623 -0.398190
2 C -1.308439 -0.258590 0.131440
3 C -1.262307 1.255717 0.179980
4 N -0.222473 1.993692 -0.049195
5 O 1.021294 1.390080 -0.225415
6 C 0.762985 0.051070 -0.566875
7 C 1.333654 -1.210013 0.018810
8 C 0.036447 -0.642914 0.551697
9 H -2.152398 1.835864 0.260774
10 H 0.282578 -0.144715 -1.495574
11 H 1.344974 -2.044025 -0.681540
12 H 2.117356 -1.230815 0.762840
13 H 0.249869 -0.094730 1.511247

Forces on atoms 1 to 3 (eV/Å):
1.0 1.1 0.9
-1.5 -1.6 -1.2
1.0 0.6 -0.8


No. 7
C4H6O2 as an isolated structure, computed with ωB97M-V/def2-TZVPD.

Values from the calculation:
E_LUMO = 0.71 eV
spin multiplicity = 1
charge = 0
DFT total energy = -8336.95242 eV
HOMO = -0.33443 Eh
energy relative to the best compared isomer or geometry (same formula, charge and spin) = 3.509 eV

Element x y z (Å)
1 O 0.485092 -1.713181 -1.988218
2 C 0.067482 -0.961054 -1.199074
3 C -0.855278 -0.004757 -0.743244
4 C -0.230336 0.937568 0.282056
5 C 0.777029 -0.009984 1.000851
6 O 0.447751 -1.315643 0.548483
7 H -1.601106 0.355482 -1.446074
8 H -0.752122 -1.030364 0.232597
9 H 0.280200 1.790329 -0.177305
10 H -0.996808 1.334079 0.956367
11 H 0.689815 0.031652 2.090523
12 H 1.811190 0.219441 0.719071

Forces on atoms 1 to 3 (eV/Å):
-0.3 0.6 0.6
0.0 -0.4 -0.6
0.0 0.2 -0.3


No. 8
An isolated molecule of C4H6N2O, computed with ωB97M-V/def2-TZVPD.

Values from the calculation:
E_LUMO = 0.41 eV
spin multiplicity = 1
charge = 0
DFT total energy = -9271.99538 eV
structure (SMILES) = C=C/C=N\C(N)=O
HOMO = -0.34163 Eh
energy relative to the best compared isomer or geometry (same formula, charge and spin) = 1.506 eV

Element x y z (Å)
1 C 0.061497 1.011004 -2.137336
2 C 0.832849 0.960790 -1.060920
3 C 0.541361 1.183411 0.372777
4 N -0.060692 0.516252 1.280475
5 C -0.626269 -0.759851 0.954998
6 N -1.140410 -1.349440 2.071165
7 O -0.670733 -1.265017 -0.148665
8 H -0.999568 1.196769 -2.126117
9 H 0.536308 0.887098 -3.105242
10 H 1.868392 1.097400 -1.332444
11 H 1.003184 2.109605 0.729073
12 H -1.475837 -2.296592 1.990493
13 H -0.971031 -0.969187 2.987860

Forces on atoms 1 to 3 (eV/Å):
-0.2 -0.1 0.0
-0.1 0.5 -0.3
-0.1 0.0 0.2